{
  "formula": "C2H41O19",
  "method": "ωB97M-V with the def2-TZVPD basis set",
  "orbital_gap_ev": 7.91,
  "total_charge": -1,
  "relative_energy_kcal_mol": 0.00,
  "homo_ev": -6.35,
  "e_lumo_ev": 1.56,
  "symbols": ["C", "C", "O", "H", "H", "H", "H", "H", "O", "H", "H", "O", "H", "H", "O", "H", "H", "O", "H", "H", "O", "H", "H", "O", "H", "H", "O", "H", "H", "O", "H", "H", "O", "H", "H", "O", "H", "H", "O", "H", "H", "O", "H", "H", "O", "H", "H", "O", "H", "H", "O", "H", "H", "O", "H", "H", "O", "H", "H", "O", "H", "H"],
  "coordinates": [[-0.078, -1.160, -0.364], [-0.153, 0.354, -0.353], [0.304, 0.724, -1.700], [0.960, -1.493, -0.335], [-0.731, -1.603, -1.114], [-0.477, -1.597, 0.600], [0.568, 0.860, 0.318], [-1.148, 0.824, -0.219], [2.658, 1.930, -1.125], [2.923, 2.593, -1.742], [1.789, 1.584, -1.328], [-1.972, -0.084, -3.002], [-2.174, 0.542, -3.694], [-1.211, 0.243, -2.564], [-3.539, 0.591, 1.446], [-3.300, -0.120, 0.890], [-3.516, 0.255, 2.346], [0.706, 3.691, 0.511], [-0.137, 3.414, 0.899], [1.385, 3.243, 0.980], [2.184, -1.227, 3.059], [1.337, -1.616, 2.988], [2.405, -0.865, 2.202], [2.913, -3.318, -0.828], [2.599, -2.511, -1.242], [3.816, -3.186, -0.566], [0.811, -4.026, 0.677], [0.454, -3.274, 1.090], [1.767, -3.816, 0.592], [-3.161, -1.271, -0.483], [-2.806, -2.153, -0.274], [-2.746, -0.891, -1.225], [-0.601, -4.358, -1.856], [0.021, -4.012, -1.227], [-0.542, -3.795, -2.633], [2.080, -1.136, -2.388], [1.438, -0.561, -1.973], [2.946, -0.689, -2.371], [0.669, 1.132, -4.316], [0.472, 0.797, -3.435], [0.166, 0.669, -4.939], [-0.903, 2.976, -2.219], [-0.429, 2.217, -1.858], [-0.486, 3.204, -3.071], [-0.492, -2.255, 2.857], [-1.122, -2.665, 2.257], [-0.566, -2.668, 3.681], [3.176, 0.723, 1.359], [2.620, 1.200, 1.949], [2.896, 0.926, 0.475], [-0.845, 0.555, 3.267], [-0.804, -0.387, 3.262], [-1.414, 0.784, 3.998], [-3.266, 2.495, -0.917], [-2.943, 1.834, -0.333], [-2.434, 2.831, -1.227], [-1.684, 2.695, 1.827], [-2.558, 2.523, 1.491], [-1.386, 1.816, 2.042], [1.561, 2.049, 3.191], [0.727, 1.571, 3.216], [1.296, 2.899, 3.425]],
  "forces_ev_per_angstrom": [[-1.0, -0.4, 2.9], [1.0, 0.9, -2.4], [-0.4, -0.3, 1.5], [-0.3, 0.0, -0.6], [0.7, 0.1, -0.4], [0.1, 0.6, -0.7], [-0.5, -0.6, 0.4], [0.3, -0.7, 0.3], [1.4, -0.5, 1.2], [-0.2, 0.5, -0.6], [-1.4, -0.1, -0.9], [-1.9, -1.5, -0.8], [-0.2, 0.3, 0.0], [2.1, 1.0, 1.0], [-0.7, 1.7, 1.6], [0.4, -1.8, -1.5], [0.0, 0.0, -0.1], [-0.8, 0.9, -0.6], [0.0, 0.0, 0.0], [0.9, -0.7, 0.6], [1.1, 0.1, 1.0], [-1.2, -0.6, -0.4], [0.3, 0.5, -0.6], [-0.1, -1.0, 0.5], [-0.2, 0.8, -0.7], [0.6, 0.3, 0.1], [1.0, -1.5, -0.5], [-0.5, 1.5, 0.9], [-0.6, -0.1, -0.4], [-1.3, -1.3, 2.4], [0.0, 0.7, -0.7], [1.0, 0.6, -2.0], [-0.9, -0.3, -0.7], [0.7, 0.2, 0.8], [0.1, 0.1, 0.0], [2.0, -1.4, -0.4], [-0.8, 1.4, 0.1], [-0.8, 0.1, -0.1], [1.4, 1.7, 0.4], [-0.1, -0.3, 0.5], [-1.1, -1.2, -1.1], [-0.6, 1.5, -0.9], [0.9, -0.8, -0.2], [-0.2, -0.4, 0.8], [-0.1, 1.2, -1.6], [-0.1, -0.1, 0.1], [-0.2, -1.3, 1.9], [1.1, -1.5, -0.1], [-0.8, 0.9, 0.9], [0.0, 0.6, -0.9], [0.0, 1.0, 0.1], [0.3, -1.5, -0.3], [-0.2, 0.3, 0.3], [-1.1, 0.4, 0.0], [-0.2, -1.2, 0.9], [0.8, 0.8, -1.1], [0.4, 0.9, 0.2], [-0.7, 0.1, -0.4], [0.3, -0.6, 0.2], [0.6, -1.8, -0.4], [-0.2, -0.7, 0.0], [-0.4, 2.5, 0.5]]
}



{
  "formula": "C6H11BeClF5In",
  "method": "ωB97M-V with the def2-TZVPD basis set",
  "orbital_gap_ev": [4.95, 3.62],
  "total_charge": -2,
  "homo_ev": [-0.02, 1.45],
  "e_lumo_ev": [4.93, 5.07],
  "symbols": ["In", "Cl", "C", "H", "H", "H", "Be", "C", "C", "C", "H", "H", "H", "H", "H", "H", "H", "H", "F", "C", "F", "C", "F", "F", "F"],
  "coordinates": [[-0.572, 1.281, 1.313], [-0.904, 0.483, 3.396], [0.629, 3.016, 0.837], [0.239, 3.592, -0.008], [1.634, 2.662, 0.584], [0.673, 3.684, 1.711], [1.367, -2.172, -0.198], [0.229, -3.422, -0.074], [2.904, -2.309, 0.496], [0.982, -0.776, -1.048], [3.622, -1.897, -0.227], [3.064, -1.766, 1.439], [3.194, -3.354, 0.671], [-0.205, -3.594, -1.070], [0.700, -4.368, 0.226], [-0.621, -3.256, 0.605], [1.446, 0.270, -1.040], [-0.069, -0.462, -1.417], [-3.440, 1.827, 0.765], [-2.452, 1.277, -0.037], [-2.875, 0.017, -0.402], [-2.393, 2.116, -1.320], [-3.577, 2.047, -1.975], [-2.148, 3.429, -1.051], [-1.428, 1.677, -2.177]],
  "forces_ev_per_angstrom": [[1.3, -1.0, -3.7], [-0.7, -0.4, 2.5], [0.1, 0.8, 0.4], [0.0, -0.1, 0.0], [-0.2, 0.0, 0.1], [0.2, 0.0, -0.2], [-0.3, 0.5, 0.2], [-0.8, -1.1, -0.1], [1.4, -0.2, 0.3], [-2.0, 3.5, -0.3], [0.2, 0.1, 0.1], [-0.1, 0.0, 0.0], [0.1, -0.1, 0.1], [-0.2, -0.1, -0.1], [0.0, -0.2, 0.1], [0.1, 0.1, 0.0], [0.2, -1.2, -0.1], [1.2, -0.9, 0.2], [-0.9, 0.2, -0.3], [1.4, 0.0, 0.6], [-0.2, 0.5, -0.1], [0.2, -0.6, 0.1], [0.1, 0.4, -0.4], [-0.2, -0.7, -0.3], [-0.9, 0.5, 0.8]]
}



{
  "formula": "C21H33F6O14S",
  "method": "ωB97M-V with the def2-TZVPD basis set",
  "orbital_gap_ev": 6.76,
  "total_charge": -1,
  "homo_ev": -5.25,
  "e_lumo_ev": 1.51,
  "symbols": ["O", "C", "O", "C", "F", "F", "C", "F", "F", "C", "F", "F", "C", "O", "S", "O", "O", "O", "H", "O", "C", "O", "C", "C", "C", "H", "H", "H", "H", "H", "H", "H", "H", "O", "C", "O", "C", "C", "C", "H", "H", "H", "H", "H", "H", "H", "H", "O", "C", "O", "C", "C", "C", "H", "H", "H", "H", "H", "H", "H", "H", "O", "C", "O", "C", "C", "C", "H", "H", "H", "H", "H", "H", "H", "H"],
  "coordinates": [[-5.759, -1.897, -0.953], [-5.113, -1.148, -1.630], [-5.415, 0.191, -1.670], [-3.914, -1.764, -2.489], [-2.758, -1.050, -2.371], [-3.659, -2.991, -1.892], [-4.334, -2.094, -3.971], [-3.404, -2.853, -4.638], [-5.451, -2.934, -3.861], [-4.804, -0.865, -4.842], [-6.083, -0.489, -4.457], [-4.941, -1.313, -6.152], [-3.881, 0.424, -4.803], [-4.428, 1.466, -4.583], [-2.053, 0.485, -5.112], [-1.740, 1.142, -6.395], [-1.415, -0.836, -4.988], [-1.516, 1.406, -3.976], [-5.763, 0.377, -0.774], [-4.471, 2.276, -7.610], [-4.845, 3.391, -7.380], [-5.382, 4.138, -8.378], [-6.047, 5.384, -8.170], [-5.063, 6.536, -8.168], [-4.647, 4.023, -6.027], [-6.660, 5.357, -7.267], [-6.737, 5.502, -9.008], [-4.350, 6.452, -7.347], [-5.588, 7.490, -8.074], [-4.484, 6.543, -9.093], [-3.668, 4.503, -5.991], [-4.684, 3.239, -5.268], [-5.425, 4.740, -5.767], [-1.022, -2.428, 0.817], [-0.203, -2.901, 0.070], [-0.591, -3.745, -0.901], [0.259, -4.192, -1.963], [1.049, -5.418, -1.553], [1.268, -2.642, 0.265], [0.897, -3.384, -2.323], [-0.404, -4.451, -2.790], [1.722, -5.202, -0.721], [1.643, -5.790, -2.390], [0.375, -6.211, -1.220], [1.676, -3.383, 0.952], [1.388, -1.650, 0.699], [1.837, -2.641, -0.662], [4.484, -3.003, 1.490], [4.199, -2.764, 2.634], [3.979, -1.493, 3.017], [3.430, -1.121, 4.287], [4.515, -0.989, 5.336], [4.176, -3.853, 3.675], [2.637, -1.808, 4.590], [2.955, -0.151, 4.136], [5.021, -1.939, 5.512], [4.095, -0.641, 6.282], [5.277, -0.279, 5.009], [5.174, -3.967, 4.098], [3.887, -4.785, 3.190], [3.452, -3.683, 4.470], [6.543, -0.561, 8.879], [6.136, 0.550, 9.097], [5.629, 1.287, 8.091], [4.930, 2.524, 8.273], [5.890, 3.695, 8.318], [6.271, 1.174, 10.462], [4.278, 2.484, 9.148], [4.275, 2.630, 7.406], [6.569, 3.623, 9.169], [5.344, 4.637, 8.390], [6.508, 3.714, 7.419], [7.240, 1.668, 10.537], [6.217, 0.381, 11.208], [5.475, 1.875, 10.702]],
  "forces_ev_per_angstrom": [[0.5, 0.2, -0.1], [-0.9, 0.0, 0.3], [1.4, -0.9, 0.1], [0.7, -0.8, 0.8], [-1.5, -0.3, -0.5], [-0.4, 1.3, -0.8], [-0.7, -1.2, -0.7], [-0.9, 1.4, 1.1], [1.0, 1.0, 0.1], [-0.5, -0.3, -1.0], [1.6, -0.6, 0.0], [0.5, 0.5, 1.5], [-0.6, 0.7, -0.3], [0.1, -1.0, 0.2], [6.6, 2.9, 1.9], [-1.9, -1.0, 0.9], [-2.0, 0.3, -0.2], [-2.8, -2.5, -2.4], [-0.2, -0.1, -0.7], [-0.4, 0.3, -0.4], [0.6, -0.2, 0.7], [-0.4, -0.1, -0.6], [0.2, 0.1, 0.0], [0.2, 0.1, 0.1], [-0.6, 0.0, 0.4], [0.1, 0.0, 0.0], [0.1, -0.2, 0.0], [-0.1, 0.0, 0.0], [0.0, 0.0, 0.0], [-0.1, 0.0, 0.0], [0.0, 0.0, 0.0], [0.3, 0.3, -0.4], [0.1, 0.2, -0.1], [0.0, -0.3, -0.2], [0.1, 0.1, 0.3], [-0.5, 0.1, -0.1], [0.2, -0.1, -0.1], [0.1, 0.0, 0.2], [0.2, 0.5, -0.3], [0.0, 0.0, 0.1], [-0.1, 0.2, 0.2], [0.1, 0.0, -0.1], [0.0, 0.0, 0.0], [0.0, 0.0, -0.1], [0.0, 0.0, -0.1], [-0.1, -0.1, 0.1], [0.1, -0.2, 0.1], [-0.1, 0.3, 0.2], [0.3, -0.3, 0.0], [-0.2, 0.3, -0.3], [0.1, 0.0, 0.3], [0.1, -0.1, 0.0], [-0.5, -0.3, 0.1], [0.1, -0.1, 0.0], [0.1, -0.1, -0.2], [-0.1, 0.0, 0.1], [0.0, 0.0, 0.0], [-0.1, 0.0, 0.0], [0.0, 0.0, 0.0], [0.2, 0.1, -0.1], [0.2, 0.1, 0.1], [-0.2, 0.3, -0.2], [0.4, -0.1, 0.3], [-0.3, -0.3, -0.4], [0.1, 0.3, 0.0], [0.2, 0.0, 0.1], [-0.5, -0.1, 0.4], [0.1, 0.0, 0.0], [0.1, -0.2, 0.0], [-0.1, 0.0, 0.0], [0.0, 0.0, 0.0], [-0.1, 0.0, 0.0], [-0.1, 0.0, 0.0], [0.2, 0.0, -0.1], [0.1, 0.2, -0.1]]
}